<A>
Computed, not measured: a cluster of 2 separate species, CHIN2 in total, with the ωB97M-V functional and the def2-TZVPD basis.

The gap between HOMO and LUMO (alpha / beta) is 7.9112 / 7.8618 eV. The calculation puts the LUMO energy (alpha / beta) at -1.11 / -1.14 eV.

Each line ends with the Mulliken charge.
Atoms and positions in Å:
1 C 0.3492 0.0108 0.5846  0.061
2 N -0.3014 -0.1586 1.4628  -0.297
3 N 0.4313 -3.6353 0.2575  -0.365
4 I 0.3432 -3.7490 2.0991  0.358
5 H 1.1741 0.3662 -0.0563  0.243



<B>
Computed, not measured: a cluster of 2 separate species, CHIN2 in total, with the ωB97M-V functional and the def2-TZVPD basis.

The gap between HOMO and LUMO (alpha / beta) is 7.9228 / 7.9224 eV. The calculation puts the LUMO energy (alpha / beta) at -1.50 / -1.50 eV.

Each line ends with the Mulliken charge.
Atoms and positions in Å:
1 C 0.2338 1.0659 -0.8276  0.110
2 N -0.3791 0.3248 -1.4594  -0.350
3 N 1.2594 0.1607 2.3127  -0.325
4 I 1.2691 -1.3675 3.3770  0.330
5 H 0.8715 1.8251 -0.2291  0.236



Stability summary: most stable <B>, least stable <A>.



<A>
Computed, not measured: the molecule C2H2N3P, with the ωB97M-V functional and the def2-TZVPD basis.

The SMILES is N#CN(P)C#N. The gap between HOMO and LUMO is 10.1178 eV. The calculation puts the LUMO energy at -0.40 eV.

Each line ends with the Mulliken charge.
Atoms and positions in Å:
1 N -3.8184 -1.0437 0.0657  -0.401
2 C -2.8173 -0.4951 -0.0066  0.413
3 N -1.6428 0.0231 -0.2447  -0.071
4 P -0.1828 -0.8746 -0.0417  -0.075
5 C -1.5527 1.5794 0.0076  0.287
6 N -1.4812 2.7176 0.0674  -0.338
7 H 0.5365 0.3109 0.2875  0.083
8 H 0.1214 -0.8933 -1.4820  0.102



<B>
Computed, not measured: a structure of composition C2H2N3P, with the ωB97M-V functional and the def2-TZVPD basis.

The gap between HOMO and LUMO is 9.6143 eV. The calculation puts the LUMO energy at -1.02 eV.

Each line ends with the Mulliken charge.
Atoms and positions in Å:
1 C -1.0344 0.0130 -1.7292  0.023
2 C -0.5659 -1.2592 0.7441  0.320
3 N -1.9364 0.4486 -2.2548  -0.373
4 N -1.1233 -1.8176 1.5742  -0.289
5 N 1.2459 0.7183 0.4901  -0.405
6 P 0.6998 -0.6121 -0.3171  0.200
7 H 1.6736 1.4928 0.0388  0.248
8 H 1.0407 1.0163 1.4539  0.275



<C>
Computed, not measured: a cluster of 2 separate species, C2H2N3P in total, with the ωB97M-V functional and the def2-TZVPD basis.

The gap between HOMO and LUMO (alpha / beta) is 6.3935 / 6.3978 eV. The calculation puts the LUMO energy (alpha / beta) at -3.36 / -3.36 eV.

Each line ends with the Mulliken charge.
Atoms and positions in Å:
1 C -0.2406 1.5034 -0.8524  0.496
2 C 0.5946 0.8006 1.2630  0.518
3 N -0.6065 2.1956 -1.7108  -0.440
4 N 0.9029 0.9973 2.3641  -0.445
5 N 0.0852 0.6532 0.0875  -0.599
6 P 0.0086 -1.7284 -0.7953  0.242
7 H -1.3197 -2.2323 -0.6411  0.129
8 H 0.5756 -2.1895 0.2849  0.099



Stability summary: most stable <B>, least stable <C>.



<A>
Computed, not measured: a cluster of 4 separate species, CH10O4 in total, with the ωB97M-V functional and the def2-TZVPD basis.

The SMILES is CO.O.O.O. The gap between HOMO and LUMO is 11.1281 eV. The calculation puts the LUMO energy at 0.38 eV.

Each line ends with the Mulliken charge.
Atoms and positions in Å:
1 C 2.1163 -0.8800 -1.2496  -0.574
2 O 2.4116 -0.4422 0.1334  -0.525
3 H 2.6607 -0.1918 -1.8340  0.341
4 H 2.0396 -1.9279 -1.4665  0.299
5 H 1.0745 -0.4481 -1.2719  0.200
6 H 3.3297 -0.7392 0.3147  0.278
7 O -0.8628 3.5740 1.6507  -0.635
8 H -0.6304 2.7896 2.2195  0.319
9 H -1.4049 4.1734 2.1314  0.316
10 O -3.4912 -0.6704 -1.3412  -0.626
11 H -2.9843 -0.7063 -0.4827  0.306
12 H -3.5284 -1.6023 -1.4906  0.313
13 O -0.1837 -1.2329 0.6246  -0.608
14 H 0.4549 -0.5678 0.8649  0.313
15 H -1.0015 -1.1280 1.1972  0.285



<B>
Computed, not measured: a cluster of 4 separate species, CH10O4 in total, with the ωB97M-V functional and the def2-TZVPD basis.

The SMILES is CO.O.O.O. The gap between HOMO and LUMO is 11.2185 eV. The calculation puts the LUMO energy at 0.60 eV.

Each line ends with the Mulliken charge.
Atoms and positions in Å:
1 C 0.6975 -2.6237 -0.3188  -0.665
2 O -0.1588 -1.5727 -0.7595  -0.487
3 H 0.2813 -3.1975 0.5179  0.273
4 H 1.6541 -2.2684 0.0973  0.283
5 H 0.9568 -3.2601 -1.1578  0.255
6 H -0.4791 -1.2299 0.0901  0.329
7 O 0.3367 2.4721 1.3517  -0.669
8 H 1.0541 1.8412 1.2501  0.320
9 H 0.5558 3.0980 0.6629  0.320
10 O -1.8784 0.5169 1.1290  -0.650
11 H -2.3377 0.9724 0.4112  0.295
12 H -1.2878 1.2416 1.3831  0.367
13 O 0.9580 0.8356 -1.4879  -0.609
14 H 0.1363 0.5477 -1.8683  0.309
15 H 1.2778 -0.0030 -1.1813  0.327



<C>
Computed, not measured: a cluster of 4 separate species, CH10O4 in total, with the ωB97M-V functional and the def2-TZVPD basis.

The SMILES is CO.O.O.O. The gap between HOMO and LUMO is 11.0665 eV. The calculation puts the LUMO energy at 0.66 eV.

Each line ends with the Mulliken charge.
Atoms and positions in Å:
1 C 1.8149 -0.6639 -3.0545  -0.500
2 O 2.1697 -0.4017 -1.6963  -0.527
3 H 2.3028 -1.5748 -3.4073  0.231
4 H 0.7325 -0.6396 -3.0905  0.238
5 H 2.1847 0.1161 -3.7677  0.246
6 H 3.1229 -0.4130 -1.5948  0.267
7 O -1.9686 -0.7224 0.5450  -0.648
8 H -1.1927 -1.1797 0.8649  0.330
9 H -2.2418 0.0610 1.0544  0.324
10 O -2.5270 1.4114 3.3390  -0.663
11 H -2.0964 0.5572 3.5123  0.328
12 H -3.4816 1.3842 3.4711  0.326
13 O 0.8607 0.3611 0.4614  -0.686
14 H 1.4398 -0.0387 -0.2259  0.439
15 H 0.0949 0.7312 0.0232  0.295



Stability summary: most stable <B>, least stable <A>.